11 unconnected molecules or ions with the total composition C6H33NO10. Source: the Open Molecules 2025 dataset; level of theory: wB97M-V/def2-TZVPD.

Atoms and positions in Å:
C -2.40 -1.31 -0.87
C -1.10 -0.72 -1.54
N 0.71 -1.85 0.52
C 0.32 -0.49 0.50
C -0.15 0.10 -0.65
C -0.24 1.57 -0.93
C 0.93 0.32 1.65
H -3.25 -1.11 -1.46
H -2.66 -0.89 0.09
H -2.28 -2.50 -0.97
H -0.57 -1.47 -2.18
H -1.56 -0.08 -2.40
H -0.04 -2.54 0.14
H 0.86 -2.11 1.44
H 0.79 2.02 -0.89
H -0.82 1.54 -1.83
H -0.80 2.35 -0.11
H 0.79 1.48 1.40
H 0.38 0.31 2.58
H 2.05 0.09 1.53
H -2.61 1.12 1.13
H -2.81 2.20 2.14
O -2.10 1.57 1.92
H -2.07 -0.66 2.39
H -3.22 -1.56 2.02
O -2.37 -1.58 2.34
H 3.68 -1.79 -0.58
H 3.04 -3.12 -0.19
O 3.95 -2.72 -0.28
H 2.59 -2.24 -2.20
H 1.76 -1.42 -1.01
O 2.19 -1.42 -1.88
H 3.08 -0.08 -1.35
H 3.32 1.33 -0.53
O 3.74 0.56 -1.04
H -3.37 1.93 -0.45
H -4.51 0.93 -0.59
O -3.91 1.43 0.07
H -2.32 -2.93 0.93
H -1.25 -3.70 1.58
O -1.72 -3.64 0.75
H 1.58 -0.10 -2.89
H 1.93 1.30 -2.63
O 1.53 0.80 -3.33
H -0.62 2.92 2.45
H 0.79 3.23 2.97
O 0.13 3.58 2.41
H 2.39 3.69 0.13
H 3.53 2.87 -0.31
O 2.66 2.76 0.03

HOMO-LUMO gap	0.2924	Eh
relative energy (zero: lowest compared OMol25 entry of this formula, charge and spin)	511.06	kJ/mol
lowest unoccupied orbital energy	-0.1	eV
SMILES	CC/C(C)=C(/C)N.O.O.O.O.O.O.O.O.O.O

=====

2 unconnected molecules or ions with the total composition C32H36BrF4N3O9PS2. Source: the Open Molecules 2025 dataset; level of theory: wB97M-V/def2-TZVPD.

Atoms and positions in Å:
C 7.14 0.27 0.76
C 6.00 -0.15 -0.28
C 6.16 -1.66 -0.72
C 4.54 0.18 0.28
C 4.01 -0.87 1.34
C 3.54 0.48 -0.91
O 3.27 1.90 -0.93
N 1.96 2.22 -0.70
C 1.44 1.78 0.57
C 2.06 2.40 1.78
C 1.64 2.00 3.11
C 0.60 0.98 3.34
C 0.25 0.59 4.79
C -1.20 0.99 5.26
C -1.32 0.52 6.79
S -3.05 0.27 7.34
O -3.25 0.91 8.64
O -4.01 0.81 6.39
O -3.35 -1.35 7.58
C -0.05 0.39 2.17
P -1.43 -0.89 2.19
O -2.79 0.06 2.48
Br -1.21 -2.37 3.90
C 0.40 0.80 0.82
S -0.41 -0.02 -0.61
C -0.02 1.11 -1.97
C -0.87 1.06 -3.17
C -2.09 0.11 -3.34
C -3.24 0.30 -2.26
C -4.65 -0.22 -2.69
O -5.54 -0.12 -1.88
N -4.98 -0.80 -3.98
C -5.06 -2.24 -3.95
C -4.56 -3.08 -2.85
C -4.69 -4.54 -2.94
C -5.32 -5.18 -4.10
C -5.85 -4.36 -5.20
C -5.69 -2.91 -5.09
C -0.57 1.97 -4.29
C 0.53 2.93 -4.20
C 1.33 2.96 -2.98
C 2.47 4.06 -2.95
F 2.17 5.05 -3.91
F 2.54 4.72 -1.74
C 3.89 3.49 -3.36
F 3.87 2.16 -3.73
F 4.82 3.65 -2.33
C 1.09 2.05 -1.83
H 6.92 -0.06 1.80
H 8.09 -0.19 0.36
H 7.30 1.38 0.70
H 6.21 0.47 -1.20
H 7.23 -1.84 -1.00
H 5.54 -1.78 -1.66
H 5.85 -2.38 0.08
H 4.67 1.16 0.85
H 3.30 -1.58 0.85
H 3.54 -0.28 2.18
H 4.90 -1.39 1.82
H 4.12 0.26 -1.86
H 2.64 -0.18 -0.94
H 2.87 3.14 1.65
H 2.14 2.49 3.98
H 0.51 -0.49 5.01
H 0.95 1.18 5.45
H -1.31 2.11 5.30
H -2.04 0.48 4.72
H -0.82 -0.50 6.83
H -0.72 1.17 7.48
H -2.51 -1.80 7.33
H -3.54 -0.58 2.63
H -1.82 -0.98 -3.40
H -2.56 0.34 -4.35
H -2.94 -0.31 -1.36
H -3.36 1.38 -1.98
H -4.39 -0.46 -4.74
H -4.08 -2.61 -1.95
H -4.31 -5.18 -2.10
H -5.44 -6.29 -4.17
H -6.36 -4.79 -6.09
H -6.10 -2.28 -5.92
H -1.18 1.97 -5.22
H 0.72 3.61 -5.06
H 4.29 4.11 -4.21
N -4.72 -2.93 1.89
O -3.51 -2.74 1.62
O -5.34 -2.06 2.54
O -5.28 -3.96 1.51

net charge	-1
HOMO-LUMO gap	0.2580	Eh
lowest unoccupied orbital energy	1.7	eV

=====

A single C8H10Si2 molecule. Source: the Open Molecules 2025 dataset; level of theory: wB97M-V/def2-TZVPD.

Atoms and positions in Å:
C -0.22 0.04 0.38
C -1.53 0.06 0.07
C 3.90 0.27 1.11
C 3.24 1.41 0.74
C 3.19 -0.89 1.28
C 1.87 1.33 0.43
C 1.84 -0.97 1.06
C 1.16 0.20 0.65
Si -4.35 0.09 -2.33
Si -3.21 -0.67 -0.46
H 4.98 0.33 1.31
H 3.69 2.39 1.00
H 3.77 -1.81 1.42
H 1.40 2.30 0.50
H 1.26 -1.93 1.32
H -3.39 -0.08 -3.34
H -5.39 -0.77 -2.81
H -5.10 1.39 -2.14
H -3.99 -0.63 0.72
H -3.11 -2.07 -0.88

HOMO-LUMO gap	0.3242	Eh
relative energy (zero: lowest compared OMol25 entry of this formula, charge and spin)	60.52	kJ/mol
lowest unoccupied orbital energy	0.1	eV
SMILES	[SiH3][SiH2]C#Cc1ccccc1

=====

A molecular structure, C16H20Cl2N3O2S4W. Source: the Open Molecules 2025 dataset; level of theory: wB97M-V/def2-TZVPD.

Atoms and positions in Å:
W -0.28 -0.28 -0.68
C -4.88 -0.12 -0.59
C -3.45 0.32 -0.79
S -2.36 -0.16 0.53
C -3.06 0.95 -1.90
C -3.93 1.28 -3.08
S -1.40 1.63 -1.98
H -5.03 -0.48 0.43
H -5.12 -0.94 -1.27
H -5.58 0.70 -0.77
H -4.99 1.16 -2.84
H -3.71 0.62 -3.92
H -3.77 2.30 -3.41
N 3.71 1.20 -1.15
C -0.22 0.47 -2.70
C -0.65 -0.58 -3.70
C -1.12 -1.83 -2.97
O -1.18 -2.92 -3.47
O -1.47 -1.54 -1.71
H 4.68 0.89 -1.07
H 3.04 -0.94 -2.07
H 0.71 -1.38 -1.51
H 0.63 1.07 -3.05
H 0.16 -0.84 -4.38
H -1.49 -0.26 -4.33
S 0.68 1.93 0.33
C 0.44 1.85 2.01
N 0.37 2.98 2.70
C -0.01 2.87 4.10
C 0.42 1.47 4.52
S 0.30 0.45 3.01
H 0.34 3.85 2.20
H -1.09 3.00 4.19
H 0.49 3.64 4.68
H -0.23 1.05 5.28
H 1.45 1.45 4.87
Cl 0.80 -3.07 2.94
C 2.13 -2.52 2.00
C 3.40 -2.99 2.24
C 4.50 -2.58 1.48
C 4.31 -1.69 0.46
C 3.02 -1.24 0.23
Cl 2.79 -0.06 -1.09
C 1.86 -1.59 0.96
N 0.63 -1.10 0.70
H 3.53 -3.71 3.05
H 5.48 -2.97 1.70
H 5.15 -1.35 -0.15

net charge	+1
HOMO-LUMO gap	0.2372	Eh
relative energy (zero: lowest compared OMol25 entry of this formula, charge and spin)	1060.30	kJ/mol
lowest unoccupied orbital energy	-4.1	eV

=====

A molecular structure, C22H44Cl22GaO. Source: the Open Molecules 2025 dataset; level of theory: wB97M-V/def2-TZVPD.

Atoms and positions in Å:
O 1.53 -0.72 -2.33
C 1.82 -1.00 -1.05
Cl 3.63 -1.39 -0.67
C 0.68 -0.99 0.17
Ga 1.53 0.24 1.66
Cl 2.05 2.22 0.54
H 0.42 -2.06 0.56
H -0.29 -0.46 -0.29
H 0.55 0.46 2.90
H 2.92 -0.49 2.04
Cl 0.02 3.43 -3.44
C -0.47 1.72 -3.57
C -1.86 1.57 -4.18
Cl -3.14 2.16 -3.09
H -0.42 1.27 -2.57
H 0.27 1.23 -4.21
H -2.06 0.51 -4.37
H -1.94 2.10 -5.13
Cl -4.55 6.09 0.68
C -2.98 6.14 -0.15
C -2.29 4.79 -0.16
Cl -1.74 4.31 1.47
H -2.36 6.91 0.33
H -3.18 6.46 -1.18
H -1.40 4.83 -0.79
H -2.95 4.00 -0.54
Cl 6.92 1.19 -0.92
C 6.13 0.93 -2.50
C 7.05 0.26 -3.51
Cl 8.39 1.33 -4.01
H 5.77 1.90 -2.86
H 5.26 0.30 -2.32
H 6.50 0.01 -4.41
H 7.49 -0.65 -3.10
Cl -7.45 6.18 1.66
C -7.52 5.44 3.28
C -8.45 4.24 3.31
Cl -10.16 4.70 3.12
H -7.83 6.21 3.99
H -6.50 5.13 3.53
H -8.36 3.73 4.28
H -8.20 3.51 2.53
Cl 11.69 -2.62 -6.04
C 11.42 -1.56 -4.64
C 10.56 -2.22 -3.58
Cl 8.88 -2.44 -4.11
H 10.97 -0.63 -5.01
H 12.40 -1.32 -4.23
H 10.53 -1.59 -2.68
H 10.96 -3.20 -3.29
Cl -2.51 0.31 0.30
C -3.70 -0.81 1.00
C -3.37 -1.18 2.43
Cl -1.91 -2.20 2.55
H -3.76 -1.70 0.36
H -4.67 -0.30 0.96
H -4.19 -1.76 2.87
H -3.21 -0.29 3.05
Cl -1.04 -4.57 -0.36
C 0.53 -4.52 -1.20
C 1.22 -5.87 -1.20
Cl 1.77 -6.35 0.42
H 1.15 -3.75 -0.72
H 0.33 -4.20 -2.22
H 2.11 -5.83 -1.84
H 0.56 -6.66 -1.58
Cl -0.24 -7.01 5.24
C -1.71 -6.03 5.39
C -2.73 -6.35 4.31
Cl -2.19 -5.80 2.70
H -1.42 -4.97 5.38
H -2.14 -6.25 6.38
H -3.67 -5.82 4.52
H -2.94 -7.42 4.25
Cl 1.59 6.20 -2.16
C 3.16 6.25 -3.00
C 3.86 4.90 -3.00
Cl 4.41 4.42 -1.38
H 3.78 7.02 -2.52
H 2.96 6.57 -4.02
H 4.75 4.94 -3.64
H 3.20 4.11 -3.38
Cl -5.61 -1.81 6.09
C -6.43 -3.33 5.63
C -6.13 -3.73 4.19
Cl -6.87 -2.62 3.02
H -7.50 -3.20 5.80
H -6.07 -4.10 6.31
H -6.54 -4.72 3.99
H -5.05 -3.75 4.00

net charge	-1
HOMO-LUMO gap	0.2659	Eh
lowest unoccupied orbital energy	1.6	eV